[1]
Formula: C52H46FeN5O2Sb2
Source: the Open Molecules 2025 dataset
Level of theory: ωB97M-V/def2-TZVPD

```
108
Properties=species:S:1:pos:R:3:forces:R:3
Fe 0.597 0.734 -1.265 0.087 -0.995 0.254
N 2.744 3.288 -1.229 -0.616 0.293 0.322
C 3.378 2.135 -1.661 0.235 -1.492 -0.607
C 4.748 2.161 -1.980 -1.393 -0.114 -0.139
C 5.328 1.028 -2.500 1.143 -0.328 0.329
C 4.517 -0.061 -2.834 0.919 -0.355 0.283
C 3.199 -0.045 -2.467 0.199 -0.190 -0.316
N 2.639 0.983 -1.815 0.391 1.559 0.406
C 1.423 3.579 -1.502 -1.678 0.123 -0.680
C 1.019 4.937 -1.511 -0.228 -0.179 -0.171
C -0.193 5.319 -2.080 0.883 -1.629 0.474
C -0.983 4.287 -2.628 -0.338 -0.093 -0.244
C -0.574 2.958 -2.555 -0.479 1.626 -0.216
N 0.532 2.607 -1.864 1.502 1.594 -0.621
H 3.283 4.158 -1.176 0.114 -0.884 0.111
H 5.260 3.096 -1.957 0.503 0.391 0.431
H 6.451 0.998 -2.553 -1.359 -0.033 -0.502
H 4.934 -0.964 -3.277 -0.104 0.277 -0.011
H 2.562 -0.883 -2.741 -0.017 0.097 0.357
H 1.704 5.645 -1.070 0.054 0.311 -0.143
H -0.479 6.357 -2.141 -0.120 0.054 0.096
H -1.942 4.553 -3.069 0.331 -0.281 -0.226
H -1.087 2.149 -3.100 0.018 0.438 0.502
C -0.829 -0.901 2.379 0.477 -0.711 -1.040
C -2.226 -0.274 2.218 -0.124 0.054 -0.006
C -2.778 -0.380 0.801 0.176 0.800 -0.951
Sb -2.153 1.192 -0.654 -2.069 -0.326 1.389
C -4.055 1.372 -1.760 1.142 -0.212 -0.403
C -4.571 0.216 -2.318 -1.295 -0.008 -0.419
C -5.848 0.286 -2.963 1.469 -1.342 0.431
C -6.526 1.476 -2.998 -0.674 -0.099 -0.352
C -5.964 2.629 -2.499 0.378 0.937 0.322
C -4.695 2.604 -1.935 0.024 -0.017 0.397
C -2.735 2.817 0.599 1.162 0.504 0.957
C -4.006 2.892 1.158 -0.126 0.412 -0.073
C -4.331 3.931 2.048 -0.125 -0.865 -0.677
C -3.402 4.878 2.402 0.399 -0.327 0.498
C -2.096 4.773 1.911 -0.388 0.440 0.188
C -1.763 3.753 1.040 0.162 -0.435 -0.896
Sb 0.774 0.610 1.955 0.694 -0.996 2.470
C 2.903 0.016 2.345 -0.284 -0.016 -1.545
C 3.683 0.489 3.405 -1.687 0.345 0.452
C 5.011 0.133 3.482 1.005 0.890 1.397
C 5.644 -0.581 2.493 0.385 -0.359 -0.658
C 4.865 -1.058 1.430 0.531 0.031 -0.105
C 3.527 -0.720 1.314 0.211 0.280 1.540
C 0.633 1.322 4.074 -0.512 0.739 -1.023
C 0.953 0.460 5.107 0.441 -0.635 0.640
C 0.859 0.877 6.451 -0.386 0.049 -0.683
C 0.302 2.117 6.764 0.168 -0.161 -0.547
C -0.009 2.982 5.717 -0.209 -0.457 0.363
C 0.171 2.588 4.399 -0.154 0.949 -0.288
H -0.658 -1.733 1.641 -0.214 0.755 0.795
H -0.618 -1.273 3.398 0.007 0.419 -0.445
H -2.258 0.765 2.573 0.048 -0.118 0.032
H -2.954 -0.809 2.845 0.405 -0.018 0.124
H -3.861 -0.280 0.727 -0.005 0.019 0.327
H -2.522 -1.329 0.358 0.115 -0.461 -0.180
H -4.030 -0.728 -2.222 -0.294 0.176 -0.197
H -6.262 -0.629 -3.417 0.169 0.596 0.336
H -7.516 1.534 -3.431 0.014 -0.116 -0.067
H -6.526 3.568 -2.534 0.307 -0.327 -0.070
H -4.254 3.526 -1.561 -0.086 -0.180 -0.010
H -4.778 2.187 0.866 0.038 0.011 0.079
H -5.330 3.974 2.445 -0.194 0.010 0.121
H -3.691 5.591 3.169 0.259 0.243 -0.352
H -1.385 5.535 2.206 0.212 -0.149 -0.032
H -0.736 3.694 0.620 -0.660 0.101 0.373
H 3.223 1.102 4.208 0.480 -0.503 -0.671
H 5.584 0.485 4.371 -0.429 -0.268 -0.865
H 6.746 -0.706 2.524 -0.982 -0.249 0.018
H 5.294 -1.707 0.672 0.117 0.202 0.012
H 2.976 -1.095 0.494 -0.560 -0.328 -0.711
H 1.319 -0.554 4.915 -0.058 0.355 0.012
H 1.191 0.207 7.229 -0.114 -0.114 0.066
H 0.087 2.402 7.785 0.239 -0.016 0.013
H -0.461 3.940 5.930 0.095 0.132 -0.022
H -0.069 3.348 3.651 0.036 -0.445 -0.053
O -1.144 -0.756 -3.948 0.728 0.136 0.970
C -0.576 -1.464 -3.131 -0.527 -0.446 -0.115
N -0.493 -2.828 -3.204 0.091 0.288 -0.137
C 0.134 -3.454 -2.044 -0.306 1.295 0.590
C 0.475 -2.139 -1.210 -0.444 -0.340 -0.155
O 0.996 -2.088 -0.091 -0.368 0.976 -1.131
N 0.043 -1.045 -1.907 0.200 -0.320 -0.416
C -0.840 -4.262 -1.180 -0.077 -0.821 -0.535
C -0.520 -4.456 0.142 0.340 -0.062 1.222
C -1.260 -5.260 1.004 -0.696 -0.427 0.306
C -2.307 -6.017 0.481 0.142 0.410 -0.554
C -2.614 -5.863 -0.879 -0.230 -0.119 0.454
C -1.923 -4.983 -1.695 0.340 0.129 0.285
C 1.435 -4.183 -2.306 0.329 -0.519 -0.895
C 2.290 -4.329 -1.228 0.321 -0.046 0.861
C 3.445 -5.081 -1.299 0.288 -0.503 -1.019
C 3.802 -5.671 -2.513 0.303 0.408 0.353
C 3.018 -5.418 -3.636 0.711 -0.955 -0.018
C 1.818 -4.753 -3.547 -0.511 0.830 0.589
H -0.942 -3.281 -4.002 0.363 0.046 0.626
H 0.374 -4.002 0.533 -0.226 0.115 0.201
H -1.071 -5.296 2.092 0.248 -0.046 -0.824
H -2.876 -6.721 1.082 0.102 0.227 -0.014
H -3.433 -6.432 -1.294 0.008 -0.048 -0.073
H -2.204 -4.915 -2.729 -0.084 0.111 -0.345
H 2.076 -3.858 -0.271 0.030 -0.250 -0.470
H 4.072 -5.212 -0.435 0.068 -0.013 0.242
H 4.717 -6.271 -2.587 -0.434 0.280 -0.042
H 3.358 -5.828 -4.584 -0.262 0.091 0.062
H 1.244 -4.667 -4.464 -0.230 0.196 0.280
```
Positions in Å, forces in eV/Å.

Summary:
HOMO-LUMO gap (alpha / beta) in eV: 7.31 / 4.27
Net charge: +2
DFT total energy in Eh: -4177.0449
Energy relative to the best compared isomer or geometry (same formula, charge and spin) in kJ/mol: 0.00
2S+1: 6

[2]
Formula: C52H46MoN3O3P2S
Source: the Open Molecules 2025 dataset
Level of theory: ωB97M-V/def2-TZVPD

```
108
Properties=species:S:1:pos:R:3:forces:R:3
Mo -0.524 -0.777 -1.043 -0.120 0.034 0.037
O 3.349 -3.421 -1.339 0.054 -0.024 -0.014
C 2.394 -4.331 -1.551 -0.048 0.013 0.019
C 2.797 -5.561 -2.066 0.042 -0.017 -0.008
C 1.869 -6.547 -2.308 -0.037 0.030 0.011
C 0.499 -6.353 -2.047 0.023 0.009 0.005
C 0.083 -5.158 -1.541 -0.007 0.005 -0.009
C 1.016 -4.117 -1.280 0.013 -0.021 0.032
C 0.536 -2.921 -0.702 -0.045 0.009 0.056
O -0.700 -2.704 -0.378 0.068 -0.176 0.064
N 1.338 -1.769 -0.587 -0.062 0.016 -0.176
N 0.916 -1.000 0.504 -0.192 0.220 0.081
C 1.371 -1.281 1.670 -0.029 -0.048 -0.061
C 0.910 -0.802 2.965 0.018 -0.011 -0.010
C 1.012 -1.728 4.010 0.004 0.012 -0.007
C 0.440 -1.475 5.245 -0.007 0.025 0.002
C -0.229 -0.280 5.454 0.033 -0.031 -0.050
C -0.291 0.682 4.450 -0.025 0.059 0.014
C 0.291 0.419 3.231 0.023 -0.030 -0.004
O 0.381 1.379 2.222 -0.060 -0.007 0.023
H 2.963 -2.590 -1.012 -0.016 0.034 0.002
H 3.849 -5.714 -2.262 0.012 -0.007 -0.003
H 2.203 -7.495 -2.706 0.007 -0.013 -0.004
H -0.208 -7.145 -2.243 -0.011 -0.010 -0.005
H -0.961 -4.979 -1.322 0.007 -0.008 -0.003
H 2.121 -2.069 1.710 -0.023 0.002 0.002
H 1.525 -2.665 3.837 0.005 -0.013 -0.002
H 0.518 -2.206 6.037 -0.001 -0.009 0.012
H -0.686 -0.073 6.412 -0.008 0.004 0.017
H -0.781 1.629 4.637 0.020 0.008 -0.008
C 0.657 5.861 -3.558 0.013 0.041 0.000
S 1.857 5.464 -2.277 -0.022 0.008 0.016
C 0.824 5.668 -0.798 0.086 0.014 0.016
C 1.358 4.815 0.347 -0.048 0.003 -0.027
C 1.221 3.310 0.136 -0.072 0.129 -0.100
N -0.194 2.748 0.152 -0.019 0.005 0.039
P -0.737 2.365 1.672 0.076 0.022 -0.033
C -0.792 3.839 2.633 0.059 -0.062 -0.001
C -1.647 4.870 2.226 -0.008 0.010 0.030
C -1.645 6.067 2.916 0.005 0.014 -0.006
C -0.781 6.246 3.993 0.003 -0.026 -0.011
C 0.084 5.233 4.382 -0.004 0.010 -0.004
C 0.085 4.024 3.704 0.012 0.009 -0.026
C -2.257 1.434 1.667 0.010 0.022 -0.034
C -3.457 2.038 2.029 -0.006 -0.019 -0.021
C -4.627 1.287 2.055 -0.013 -0.021 0.000
C -4.601 -0.062 1.739 -0.015 0.036 0.011
C -3.400 -0.682 1.403 0.056 -0.042 -0.009
C -2.234 0.061 1.366 0.037 0.042 0.009
P -0.791 1.774 -1.155 0.144 -0.189 0.023
C -2.519 2.317 -1.273 0.013 0.001 0.045
C -2.762 3.689 -1.360 -0.019 -0.014 0.045
C -4.053 4.165 -1.523 0.003 -0.015 -0.005
C -5.116 3.272 -1.610 0.028 0.007 -0.002
C -4.881 1.908 -1.533 -0.008 -0.018 0.001
C -3.588 1.432 -1.364 -0.003 0.037 0.023
C -0.140 2.240 -2.775 -0.041 0.104 0.003
C -1.202 2.087 -3.845 -0.012 0.077 -0.067
C -0.653 2.021 -5.294 -0.011 -0.011 -0.004
C 0.732 2.528 -5.515 -0.002 -0.011 0.066
C 1.563 2.707 -4.492 -0.004 -0.033 -0.046
C 1.142 2.438 -3.118 0.072 -0.030 0.041
H 1.191 5.847 -4.506 -0.023 0.008 -0.004
H 0.241 6.855 -3.412 0.008 0.013 0.014
H -0.144 5.118 -3.590 -0.006 -0.002 0.003
H -0.207 5.402 -1.037 -0.036 -0.050 -0.045
H 0.830 6.717 -0.503 -0.032 -0.006 -0.002
H 0.912 5.140 1.285 -0.037 -0.016 0.037
H 2.432 4.997 0.452 0.007 -0.020 0.008
H 1.817 2.759 0.862 0.009 -0.008 -0.004
H 1.611 3.100 -0.850 0.061 -0.076 0.073
H -2.294 4.742 1.366 -0.012 0.025 -0.042
H -2.307 6.867 2.614 -0.004 0.005 0.001
H -0.777 7.188 4.525 -0.004 0.013 0.009
H 0.766 5.387 5.206 0.004 0.000 0.009
H 0.789 3.252 3.986 -0.014 -0.022 0.018
H -3.491 3.083 2.305 -0.013 -0.020 0.004
H -5.557 1.759 2.340 -0.007 0.000 0.004
H -5.513 -0.643 1.782 -0.011 -0.007 -0.006
H -3.371 -1.745 1.200 0.009 -0.001 0.004
H -1.284 -0.448 1.213 -0.039 -0.013 0.184
H -1.936 4.386 -1.323 0.030 0.048 0.016
H -4.230 5.229 -1.600 -0.002 0.016 0.003
H -6.123 3.641 -1.744 -0.015 0.007 -0.003
H -5.706 1.211 -1.600 -0.010 -0.007 -0.001
H -3.440 0.364 -1.273 -0.006 -0.041 0.015
H -2.015 2.798 -3.703 0.027 -0.040 -0.021
H -1.347 2.509 -5.978 0.007 0.000 -0.005
H 1.052 2.729 -6.530 0.010 0.007 -0.020
H 2.576 3.054 -4.642 0.016 0.000 -0.005
H 1.943 2.407 -2.395 -0.017 -0.024 -0.036
C 2.351 -1.171 -6.354 -0.033 0.010 0.032
C 2.851 -1.666 -5.153 0.005 0.000 -0.005
C 2.104 -1.530 -4.003 0.006 -0.021 0.021
C 0.852 -0.903 -4.046 -0.010 0.001 0.013
C -0.005 -0.833 -2.907 0.025 0.088 -0.236
C -1.285 -0.310 -2.937 -0.123 0.077 -0.020
C -1.728 0.604 -4.017 0.042 -0.062 -0.012
C -0.896 0.467 -5.332 0.024 -0.004 0.001
C 0.360 -0.362 -5.255 -0.025 0.015 -0.018
C 1.125 -0.521 -6.399 0.021 -0.025 -0.008
H 2.926 -1.284 -7.263 0.014 -0.007 -0.015
H 3.812 -2.161 -5.124 0.012 -0.003 0.000
H 2.469 -1.924 -3.066 0.002 -0.006 0.009
H -2.091 -0.829 -2.302 0.197 -0.018 0.054
H -2.804 0.573 -4.173 0.015 0.011 -0.008
H -1.483 0.148 -6.192 -0.011 -0.002 0.012
H 0.766 -0.125 -7.342 -0.005 0.006 -0.013
```
Positions in Å, forces in eV/Å.

Summary:
HOMO-LUMO gap in eV: 6.28
Net charge: +3
DFT total energy in Eh: -3547.2766
Energy relative to the best compared isomer or geometry (same formula, charge and spin) in kJ/mol: 192.71